101
Properties=species:S:1:pos:R:3:forces:R:3 method="wB97M-V/def2-TZVPD" max_force_ev_per_a=1.6 multiplicity=3 homo_energy_ev="-3.953 / -3.906" e_above_lowest_ev=3.124 total_charge=-1 orbital_gap_ev="6.0 / 4.7"
W -0.942 1.189 -0.752 -1.1 0.9 0.8
C 3.776 1.453 -2.489 0.0 0.0 0.1
O 2.568 0.843 -2.084 0.0 0.0 -0.1
C 2.356 -0.451 -2.417 -0.1 0.0 0.0
C 3.356 -1.341 -2.761 0.0 0.0 0.0
C 3.054 -2.683 -3.007 0.0 0.0 0.0
C 1.753 -3.125 -2.872 0.0 0.0 0.0
C 0.741 -2.232 -2.530 0.0 0.0 0.0
C 1.006 -0.878 -2.352 -0.1 -0.3 0.2
N 0.050 0.091 -2.143 0.0 0.7 -0.2
N -1.330 0.092 -2.401 -0.1 -0.6 0.2
C -2.355 -0.852 -2.158 0.1 -0.1 0.1
C -3.241 -0.475 -1.157 0.2 -0.3 -0.2
O -2.948 0.629 -0.456 0.1 -0.2 0.1
C -4.353 -1.285 -0.845 -0.1 0.1 0.0
C -4.591 -2.429 -1.555 0.0 0.0 0.0
C -3.771 -2.780 -2.655 0.0 0.0 0.0
C -4.036 -3.921 -3.454 0.0 0.0 0.0
C -3.313 -4.174 -4.583 0.0 0.0 0.0
C -2.296 -3.278 -4.986 0.0 0.0 0.0
C -1.981 -2.199 -4.212 0.0 0.0 0.0
C -2.674 -1.950 -3.000 0.0 0.1 -0.1
H 4.640 1.014 -1.979 0.0 0.0 0.0
H 3.689 2.500 -2.208 0.0 0.0 0.0
H 3.903 1.376 -3.572 0.0 0.0 0.0
H 4.378 -0.998 -2.840 0.0 0.0 0.0
H 3.846 -3.366 -3.286 0.0 0.0 0.0
H 1.508 -4.169 -3.025 0.0 0.0 0.0
H -0.268 -2.591 -2.405 0.0 0.0 0.0
H -4.998 -0.983 -0.028 0.0 0.0 0.0
H -5.431 -3.065 -1.302 0.0 0.0 0.0
H -4.839 -4.586 -3.155 0.0 0.0 0.0
H -3.529 -5.048 -5.185 0.0 0.0 0.0
H -1.772 -3.446 -5.918 0.0 0.0 0.0
H -1.214 -1.500 -4.518 0.0 0.0 0.0
S 0.755 2.563 -4.289 0.2 0.1 0.1
As 0.112 3.072 -2.303 -0.3 0.4 -0.5
S 0.945 2.051 0.438 0.0 -0.4 -0.5
S -2.066 2.951 -2.112 0.3 0.0 -0.1
S 0.782 5.066 -2.471 0.3 0.0 0.1
C -2.087 -0.335 2.213 0.3 0.3 0.1
C -1.381 0.079 0.978 0.6 -0.1 -0.9
O -0.817 -0.709 0.206 -0.3 -0.7 0.6
H -2.439 -1.356 2.062 0.0 0.0 0.1
H -2.909 0.340 2.441 0.0 0.0 -0.1
H -1.378 -0.313 3.045 0.0 -0.1 0.0
C 0.286 -2.829 4.933 0.0 0.0 0.0
C 1.222 -1.826 5.143 0.0 0.0 0.0
C 1.868 -1.233 4.065 0.0 0.0 0.0
C 1.574 -1.617 2.760 0.0 0.0 0.0
C 0.648 -2.641 2.565 -0.1 0.0 0.0
C 0.011 -3.248 3.639 0.0 0.0 0.0
Sb 2.529 -0.893 0.955 0.3 -0.2 0.3
C 3.775 0.618 1.843 0.0 0.0 0.0
C 3.308 1.538 2.779 0.0 0.0 0.0
C 4.131 2.545 3.264 0.0 0.0 0.0
C 5.434 2.663 2.802 0.0 0.0 0.0
C 5.905 1.773 1.848 0.0 0.0 0.0
C 5.079 0.761 1.375 0.0 0.0 0.0
C 4.035 -2.448 1.216 -0.1 0.0 -0.1
C 3.875 -3.597 0.444 0.0 0.0 -0.1
C 4.702 -4.700 0.620 0.0 0.0 0.0
C 5.701 -4.670 1.581 0.0 0.0 0.0
C 5.869 -3.532 2.359 0.0 0.0 0.0
C 5.045 -2.431 2.174 0.0 0.0 0.0
H -0.227 -3.281 5.773 0.0 0.0 0.0
H 1.453 -1.504 6.152 0.0 0.0 0.0
H 2.617 -0.474 4.254 0.0 0.0 0.0
H 0.412 -2.970 1.556 0.0 0.0 0.0
H -0.704 -4.043 3.464 0.0 0.0 0.0
H 2.279 1.493 3.119 0.0 0.0 0.0
H 3.749 3.247 3.994 0.0 0.0 0.0
H 6.075 3.452 3.174 0.0 0.0 0.0
H 6.914 1.868 1.465 0.0 0.0 0.0
H 5.467 0.066 0.637 0.0 0.0 0.0
H 3.098 -3.634 -0.313 0.0 0.0 0.0
H 4.565 -5.581 0.004 0.0 0.0 0.0
H 6.346 -5.529 1.725 0.0 0.0 0.0
H 6.641 -3.505 3.119 0.0 0.0 0.0
H 5.192 -1.552 2.791 0.0 0.0 0.0
C -6.446 4.730 1.227 0.0 0.0 0.0
Ge -4.947 4.022 0.160 0.0 0.0 0.0
C -4.432 5.461 -1.055 0.0 0.0 0.0
C -5.574 2.432 -0.776 0.0 0.0 -0.1
C -3.625 3.557 1.550 0.1 -0.1 -0.2
Se -1.742 3.075 1.226 -0.3 0.2 0.5
C -1.185 4.849 0.701 0.0 0.0 -0.1
H -7.292 4.985 0.587 0.0 0.0 0.0
H -6.140 5.634 1.757 0.0 0.0 0.0
H -6.783 4.000 1.965 0.0 0.0 0.0
H -5.316 5.762 -1.621 0.0 0.0 0.0
H -3.657 5.154 -1.753 0.0 0.0 0.0
H -4.076 6.327 -0.495 0.0 0.0 0.0
H -6.397 2.688 -1.446 0.0 0.0 0.0
H -5.927 1.692 -0.057 0.0 0.0 0.0
H -4.770 1.987 -1.358 0.0 0.0 0.0
H -4.014 2.691 2.091 -0.1 0.1 0.0
H -3.575 4.387 2.259 0.0 0.0 0.0
H -1.491 5.534 1.490 0.0 0.0 0.0
H -1.639 5.115 -0.252 0.0 0.0 0.0
H -0.103 4.841 0.603 0.0 0.0 0.0

109
Properties=species:S:1:pos:R:3:forces:R:3 method="wB97M-V/def2-TZVPD" max_force_ev_per_a=0.1 homo_energy_ev=-10.669 total_charge=+1 orbital_gap_ev=8.3
Cd 0.419 0.018 -0.275 0.0 -0.1 0.0
C -0.962 -6.087 -1.133 0.0 0.0 0.0
C -0.993 -4.568 -0.939 0.0 0.0 0.0
C -1.582 -4.205 0.422 0.0 0.0 0.0
C -1.851 -3.981 -2.058 0.0 0.0 0.0
N 0.426 -4.068 -0.940 0.0 -0.1 0.0
C 1.411 -4.785 -0.280 0.0 0.0 0.0
C 2.532 -4.047 -0.303 0.0 0.0 0.0
N 2.252 -2.867 -0.956 0.0 0.0 0.0
B 3.388 -1.810 -1.017 0.0 0.0 0.1
N 3.231 -0.778 -2.168 0.0 -0.1 0.0
C 3.536 -1.195 -3.446 0.0 0.0 0.0
C 3.352 -0.157 -4.280 0.0 0.0 0.0
N 2.927 0.915 -3.517 0.0 0.0 0.0
C 2.851 0.510 -2.224 0.0 0.1 0.0
S 2.361 1.483 -0.873 0.0 0.1 0.0
C 2.676 2.287 -4.070 0.0 0.0 0.0
C 1.227 2.701 -3.809 0.0 0.0 0.0
C 2.897 2.253 -5.581 0.0 0.0 0.0
C 3.668 3.267 -3.448 0.0 0.0 0.0
N 3.660 -1.148 0.369 0.0 0.0 0.0
C 4.931 -0.671 0.608 0.0 0.0 0.0
C 4.970 -0.185 1.861 0.0 0.0 0.0
N 3.711 -0.362 2.410 0.0 0.0 0.0
C 2.918 -0.944 1.476 0.0 0.0 0.0
S 1.246 -1.357 1.677 0.0 0.0 0.0
C 3.353 0.017 3.817 0.0 0.0 0.0
C 2.261 1.087 3.797 0.0 0.0 0.0
C 2.919 -1.230 4.585 0.0 0.0 0.0
C 4.588 0.601 4.498 0.0 0.0 0.0
C 0.959 -2.885 -1.334 -0.1 0.1 0.0
S 0.148 -1.598 -2.174 0.0 0.0 0.0
H -1.988 -6.441 -1.221 0.0 0.0 0.0
H -0.516 -6.620 -0.297 0.0 0.0 0.0
H -0.430 -6.352 -2.047 0.0 0.0 0.0
H -2.605 -4.574 0.496 0.0 0.0 0.0
H -1.592 -3.120 0.554 0.0 0.0 0.0
H -1.000 -4.644 1.234 0.0 0.0 0.0
H -2.781 -4.551 -2.078 0.0 0.0 0.0
H -1.372 -4.080 -3.031 0.0 0.0 0.0
H -2.090 -2.936 -1.894 0.0 0.0 0.0
H 1.236 -5.753 0.144 0.0 0.0 0.0
H 3.513 -4.255 0.085 0.0 0.0 0.0
H 4.391 -2.424 -1.275 0.0 0.0 0.0
H 3.866 -2.198 -3.645 0.0 0.0 0.0
H 3.494 -0.097 -5.341 0.0 0.0 0.0
H 0.542 1.931 -4.172 0.0 0.0 0.0
H 1.025 3.625 -4.352 0.0 0.0 0.0
H 1.051 2.877 -2.752 0.0 0.0 0.0
H 2.210 1.568 -6.080 0.0 0.0 0.0
H 3.923 1.992 -5.840 0.0 0.0 0.0
H 2.706 3.253 -5.967 0.0 0.0 0.0
H 3.532 3.351 -2.373 0.0 0.0 0.0
H 3.521 4.253 -3.890 0.0 0.0 0.0
H 4.692 2.951 -3.653 0.0 0.0 0.0
H 5.702 -0.729 -0.138 0.0 0.0 0.0
H 5.783 0.259 2.399 0.0 0.0 0.0
H 1.328 0.696 3.402 0.0 0.0 0.0
H 2.581 1.939 3.192 0.0 0.0 0.0
H 2.088 1.434 4.817 0.0 0.0 0.0
H 2.019 -1.672 4.167 0.0 0.0 0.0
H 2.718 -0.956 5.621 0.0 0.0 0.0
H 3.716 -1.975 4.579 0.0 0.0 0.0
H 4.939 1.507 4.003 0.0 0.0 0.0
H 5.404 -0.120 4.557 0.0 0.0 0.0
H 4.311 0.867 5.516 0.0 0.0 0.0
F -0.344 5.657 4.986 0.0 0.0 0.0
C -1.412 4.852 5.088 0.0 0.0 0.0
F -2.495 5.624 5.245 0.0 0.0 0.0
F -1.263 4.134 6.217 0.0 0.0 0.0
C -1.541 3.945 3.890 0.0 0.0 0.0
C -2.798 3.519 3.478 0.0 0.0 0.0
C -2.908 2.637 2.419 0.0 0.0 0.0
C -1.761 2.178 1.770 0.0 0.0 0.0
C -0.510 2.619 2.185 0.0 0.0 0.0
C -0.397 3.504 3.247 0.0 0.0 0.0
P -1.844 1.017 0.382 -0.1 0.0 0.0
C -2.960 -0.310 0.921 0.0 0.0 0.0
C -2.984 -0.699 2.258 0.0 0.0 0.0
C -3.767 -1.771 2.655 0.0 0.0 0.0
C -4.526 -2.454 1.716 0.0 0.0 0.0
C -4.489 -2.090 0.378 0.0 0.0 0.0
C -3.699 -1.025 -0.021 0.0 0.0 0.0
C -5.355 -3.633 2.153 0.0 0.0 0.0
F -6.393 -3.847 1.332 0.0 0.0 0.0
F -4.617 -4.762 2.164 0.0 0.0 0.0
F -5.838 -3.468 3.392 0.0 0.0 0.0
C -2.700 1.882 -0.962 -0.1 0.0 0.0
C -1.927 2.357 -2.013 0.0 0.0 0.0
C -2.515 3.059 -3.056 0.0 0.0 0.0
C -3.880 3.271 -3.045 -0.1 0.0 0.0
C -4.668 2.794 -2.001 0.0 0.0 0.0
C -4.080 2.102 -0.960 0.0 0.0 0.0
C -4.556 4.005 -4.175 0.0 0.0 0.0
F -5.410 3.200 -4.829 0.0 0.0 0.0
F -5.267 5.047 -3.715 0.0 0.0 0.0
F -3.676 4.474 -5.070 0.0 0.0 0.0
H -3.684 3.877 3.985 0.0 0.0 0.0
H -3.889 2.298 2.110 0.0 0.0 0.0
H 0.386 2.270 1.684 0.0 0.0 0.0
H 0.577 3.845 3.572 0.0 0.0 0.0
H -2.400 -0.163 2.996 0.0 0.0 0.0
H -3.798 -2.064 3.696 0.0 0.0 0.0
H -5.082 -2.630 -0.348 0.0 0.0 0.0
H -3.674 -0.743 -1.066 0.0 0.0 0.0
H -0.860 2.171 -2.027 0.0 0.0 0.0
H -1.914 3.425 -3.877 0.0 0.0 0.0
H -5.737 2.963 -2.010 0.0 0.0 0.0
H -4.696 1.716 -0.159 0.0 0.0 0.0

97
Properties=species:S:1:pos:R:3:forces:R:3 method="wB97M-V/def2-TZVPD" max_force_ev_per_a=1.4 multiplicity=3 homo_energy_ev="-12.792 / -12.810" e_above_lowest_ev=0.186 total_charge=+2 orbital_gap_ev="7.3 / 7.1"
Tc 2.284 -1.164 1.369 0.5 0.5 1.3
C 3.421 0.271 2.838 0.0 -0.1 -0.1
C 4.194 -0.904 2.709 -0.2 0.0 0.0
C 3.443 -1.983 3.244 -0.1 -0.1 -0.3
C 2.222 -1.448 3.750 0.0 0.0 -0.5
C 2.201 -0.065 3.495 -0.2 0.0 -0.4
H 3.756 1.270 2.602 -0.1 0.0 -0.2
H 5.208 -0.964 2.347 -0.1 0.0 -0.2
H 3.793 -2.995 3.369 0.0 0.0 -0.1
H 1.464 -2.000 4.283 -0.1 0.0 -0.2
H 1.440 0.623 3.823 -0.1 0.0 -0.1
C 0.272 -7.080 -0.269 0.1 -0.1 0.0
N 0.276 -5.632 -0.441 -0.1 -0.1 -0.1
N 0.374 -4.779 0.629 0.1 0.2 0.0
C 0.771 -3.555 0.161 -0.1 -0.2 -0.1
O 0.839 -2.548 0.958 0.3 0.5 0.2
C 0.947 -3.672 -1.222 0.0 0.1 0.1
C 0.654 -4.979 -1.552 -0.1 0.1 0.0
C 0.723 -5.659 -2.871 0.0 0.0 0.1
C -0.368 -5.005 1.832 -0.1 0.0 0.2
C -1.641 -5.557 1.767 0.0 0.1 -0.1
C -2.361 -5.746 2.935 0.0 0.0 0.0
C -1.822 -5.366 4.157 0.0 0.0 0.0
C -0.556 -4.803 4.207 0.0 0.0 0.1
C 0.180 -4.626 3.047 0.1 -0.1 -0.1
H 0.017 -7.325 0.755 0.0 0.0 0.0
H 1.259 -7.487 -0.494 0.0 0.0 0.0
H -0.463 -7.527 -0.935 0.0 0.0 0.0
H 1.217 -2.879 -1.893 0.1 0.0 0.0
H 0.944 -4.931 -3.646 0.0 0.0 0.0
H -0.223 -6.147 -3.105 0.0 0.0 0.0
H 1.506 -6.421 -2.880 0.0 0.0 0.0
H -2.079 -5.819 0.812 0.0 0.0 0.0
H -3.349 -6.182 2.886 0.0 0.0 0.0
H -2.389 -5.510 5.066 0.0 0.0 0.0
H -0.137 -4.512 5.162 0.0 0.0 0.0
H 1.176 -4.208 3.076 0.0 0.0 0.0
C 3.552 -0.575 -2.484 0.1 0.0 0.0
C 2.974 -0.622 -1.112 0.0 0.2 0.1
O 3.191 -1.677 -0.424 0.1 -0.3 0.1
N 2.205 0.253 -0.480 -0.2 -0.2 0.4
Te 2.055 2.248 -0.288 -0.1 0.2 0.0
C 1.943 3.649 -1.934 0.0 -0.1 0.0
C 1.847 4.950 -1.415 0.0 -0.1 0.1
C 1.878 5.286 0.058 0.0 0.0 -0.1
C 1.687 5.996 -2.316 0.0 0.0 -0.1
C 1.628 5.792 -3.686 0.0 0.0 0.0
C 1.419 6.930 -4.642 0.0 0.0 0.0
C 1.781 4.493 -4.158 0.0 0.0 0.0
C 1.952 3.410 -3.309 0.0 -0.1 0.0
C 2.172 2.055 -3.904 0.1 0.0 0.0
C 0.010 2.407 0.217 0.1 -0.1 0.0
C -0.308 2.891 1.490 0.1 0.0 0.0
C 0.689 3.168 2.589 -0.1 0.0 -0.1
C -1.644 3.173 1.759 -0.1 0.0 0.0
C -2.638 3.009 0.805 0.0 0.0 0.0
C -4.062 3.376 1.094 0.0 0.0 0.0
C -2.283 2.489 -0.437 0.0 0.0 0.0
C -0.975 2.173 -0.754 0.0 0.0 -0.1
C -0.673 1.582 -2.100 0.0 0.1 0.1
H 4.079 -1.509 -2.662 0.0 0.0 0.0
H 4.251 0.252 -2.585 0.0 0.1 0.0
H 2.765 -0.458 -3.225 0.0 0.0 0.0
H 2.697 4.790 0.585 0.0 0.0 0.1
H 0.933 5.027 0.542 0.0 0.0 0.0
H 2.029 6.356 0.188 0.0 0.0 0.0
H 1.606 7.003 -1.925 0.0 0.0 0.0
H 1.192 7.856 -4.117 0.0 0.0 0.0
H 0.599 6.707 -5.325 0.0 0.0 0.0
H 2.311 7.093 -5.249 0.0 0.0 0.0
H 1.777 4.313 -5.227 0.0 0.0 0.0
H 1.877 2.037 -4.952 0.0 0.0 0.0
H 1.601 1.296 -3.376 0.0 -0.1 0.0
H 3.231 1.800 -3.860 0.0 0.0 0.0
H 1.667 2.732 2.396 0.1 0.0 0.1
H 0.319 2.763 3.531 0.0 0.0 0.0
H 0.816 4.242 2.733 0.0 0.0 0.0
H -1.905 3.552 2.740 0.0 0.0 0.0
H -4.164 3.840 2.073 0.0 0.0 0.0
H -4.703 2.496 1.063 0.0 -0.1 0.0
H -4.431 4.073 0.340 0.0 0.0 0.0
H -3.052 2.319 -1.183 0.0 0.0 0.0
H -1.550 1.071 -2.491 0.0 0.0 0.0
H 0.132 0.849 -2.028 -0.1 0.0 0.0
H -0.393 2.358 -2.815 0.0 0.0 0.0
Br -3.744 -0.697 -2.130 -0.1 0.0 0.0
C -4.561 -0.358 -0.456 0.1 0.0 0.1
C -5.911 -0.038 -0.450 0.0 0.0 0.0
C -6.564 0.193 0.751 0.0 0.0 0.0
C -5.867 0.108 1.946 0.0 0.0 0.0
C -4.518 -0.209 1.942 0.0 0.0 0.0
C -3.857 -0.444 0.742 0.1 -0.1 -0.1
I -1.836 -0.995 0.828 -0.2 -0.1 0.1
H -6.452 0.016 -1.385 0.0 0.0 0.0
H -7.618 0.435 0.747 0.0 0.0 0.0
H -6.374 0.282 2.886 0.0 0.0 0.0
H -3.973 -0.287 2.872 0.0 0.0 0.0

102
Properties=species:S:1:pos:R:3:forces:R:3 method="wB97M-V/def2-TZVPD" max_force_ev_per_a=2.2 homo_energy_ev=-10.289 total_charge=+1 orbital_gap_ev=6.8
C 2.602 4.309 5.652 -0.4 -0.5 -0.3
C 2.475 3.516 4.350 -0.2 0.3 0.5
Cl 2.889 4.490 2.924 0.0 0.1 -0.1
C 3.342 2.277 4.413 0.0 -0.2 -0.2
N 3.551 1.628 3.108 0.1 -0.1 1.3
C 2.666 0.908 2.505 0.5 -0.2 -1.3
N 1.403 0.653 2.937 0.0 0.7 0.6
C 0.445 1.390 2.049 -0.2 0.2 -0.1
O 1.146 1.714 0.892 0.0 -0.1 -0.3
C 1.809 0.572 0.402 -0.2 0.0 0.1
N 3.026 0.365 1.249 -1.1 -0.1 0.4
C 3.273 -1.101 1.487 1.1 -0.2 0.1
C 4.693 -1.571 1.091 0.0 0.4 -0.1
C 5.573 -0.503 0.442 -0.5 -0.8 -0.5
C 5.083 -0.168 -0.977 0.5 0.6 0.1
S 6.291 -0.749 -2.217 0.0 -0.3 -0.2
C 6.081 0.482 -3.444 0.3 -0.3 1.9
N 5.693 0.371 -4.637 -0.4 0.1 -1.3
N 5.704 1.673 -5.154 -0.6 -1.1 -1.8
C 6.080 2.430 -4.233 0.4 0.4 1.2
O 6.358 1.753 -3.082 0.1 0.9 0.0
H 3.370 5.064 5.582 0.2 0.1 0.2
H 1.644 4.760 5.867 -0.1 0.4 0.1
H 2.786 3.604 6.459 0.3 0.1 0.2
H 1.427 3.265 4.256 -0.2 -0.3 -0.3
H 4.298 2.534 4.847 0.4 0.0 -0.2
H 2.912 1.547 5.090 -0.2 -0.1 0.2
H 4.446 1.774 2.664 0.0 -0.2 -0.3
H 1.245 0.802 3.926 -0.1 0.2 0.0
H -0.458 0.815 1.852 0.1 -0.4 0.0
H 0.149 2.334 2.499 0.0 0.1 0.2
H 1.125 -0.277 0.475 0.1 -0.2 -0.1
H 2.081 0.744 -0.630 0.2 0.1 -0.1
H 3.145 -1.317 2.543 -0.2 0.0 0.2
H 2.544 -1.722 0.980 -0.4 0.2 -0.2
H 4.585 -2.381 0.377 0.1 -0.2 -0.1
H 5.214 -1.984 1.949 -0.1 0.0 0.2
H 5.615 0.394 1.046 0.2 0.2 0.1
H 6.561 -0.938 0.351 0.4 0.2 0.2
H 5.041 0.906 -1.095 -0.2 0.2 -0.1
H 4.108 -0.593 -1.186 -0.1 -0.1 -0.1
H 6.174 3.493 -4.293 0.2 0.3 0.3
F -0.701 -2.528 0.664 0.2 -0.1 0.3
C -0.394 -3.200 1.801 0.0 -0.1 0.2
C -0.024 -2.474 2.911 0.0 0.2 0.0
C 0.297 -3.148 4.081 0.0 -0.1 -0.1
C 0.247 -4.534 4.117 0.0 0.0 0.0
C -0.129 -5.246 2.984 0.0 0.1 0.1
C -0.457 -4.577 1.813 -0.1 -0.1 -0.2
H 0.013 -1.396 2.850 0.0 0.0 0.0
H 0.585 -2.593 4.964 0.0 0.0 0.0
H 0.498 -5.061 5.027 0.0 0.0 0.0
H -0.166 -6.326 3.011 0.0 0.0 0.0
H -0.757 -5.112 0.922 0.0 0.0 0.0
F -6.062 -1.349 -1.272 0.0 0.0 0.0
C -4.866 -1.632 -1.826 0.2 -0.1 -0.1
C -3.739 -1.610 -1.031 0.0 0.1 0.2
C -2.508 -1.902 -1.601 -0.1 0.1 -0.3
C -2.422 -2.203 -2.954 0.0 0.0 0.0
C -3.569 -2.216 -3.737 0.1 0.0 0.1
C -4.803 -1.933 -3.172 -0.2 0.0 -0.1
H -3.829 -1.367 0.021 0.0 0.0 0.0
H -1.622 -1.893 -0.991 -0.1 0.0 -0.1
H -1.462 -2.428 -3.399 0.0 0.0 0.0
H -3.503 -2.448 -4.792 0.0 0.0 0.0
H -5.710 -1.945 -3.763 0.0 0.0 0.0
F -1.654 6.582 4.258 0.0 0.0 0.0
C -2.174 5.876 3.236 -0.1 -0.1 -0.1
C -1.346 5.488 2.202 0.3 0.0 0.0
C -1.879 4.752 1.152 -0.1 0.0 0.1
C -3.229 4.426 1.145 0.0 -0.1 0.0
C -4.045 4.831 2.193 0.1 0.0 0.0
C -3.517 5.558 3.251 -0.1 0.0 0.1
H -0.298 5.761 2.222 0.0 0.0 0.0
H -1.240 4.437 0.337 0.0 0.0 0.0
H -3.644 3.859 0.323 0.0 0.0 0.0
H -5.098 4.583 2.187 0.0 0.0 0.0
H -4.136 5.877 4.079 0.0 0.0 0.0
F 3.775 -5.467 -4.389 0.0 0.0 0.0
C 4.021 -4.584 -5.383 0.0 0.1 -0.2
C 3.950 -5.011 -6.692 -0.1 -0.2 -0.1
C 4.199 -4.099 -7.708 0.0 0.1 0.1
C 4.521 -2.783 -7.401 0.0 0.0 0.0
C 4.590 -2.374 -6.075 -0.1 -0.1 -0.2
C 4.334 -3.280 -5.057 0.0 0.1 0.2
H 3.705 -6.043 -6.909 0.0 0.0 0.0
H 4.143 -4.417 -8.740 0.0 0.0 0.0
H 4.717 -2.075 -8.196 0.0 0.0 0.0
H 4.842 -1.352 -5.830 0.0 -0.1 0.0
H 4.377 -2.981 -4.017 0.0 0.0 0.0
F -12.547 0.917 0.278 0.0 0.0 0.0
C -11.356 0.637 -0.285 0.2 0.0 -0.1
C -10.224 0.645 0.505 0.0 0.0 0.2
C -8.999 0.353 -0.078 -0.1 0.0 -0.1
C -8.921 0.065 -1.434 0.0 0.0 -0.1
C -10.073 0.065 -2.209 0.0 0.0 0.1
C -11.303 0.349 -1.633 -0.1 0.0 -0.1
H -10.306 0.878 1.558 0.0 0.0 0.0
H -8.103 0.348 0.528 0.0 0.0 0.0
H -7.966 -0.159 -1.882 0.0 0.0 0.0
H -10.015 -0.156 -3.266 0.0 0.0 0.0
H -12.213 0.347 -2.218 0.0 0.0 0.0

| no. | energy (eV) |
| --- | --- |
| 1 | -287811.7557 |
| 2 | -124738.1360 |
| 3 | -140486.5072 |
| 4 | -92782.1963 |